Below is 13 unconnected molecules or ions with the total composition C63H177N21O28P10 at a distorted geometry, with properties calculated with ωB97M-V/def2-TZVPD.

**Maximum force**: 6.9 eV/A
**Calculated total energy**: -249710.4583 eV
**HOMO level**: -7.85 eV
**LUMO energy**: -0.8 eV
**Molar mass**: 1986.97 g mol⁻¹
**Charge**: 0

```
299
Properties=species:S:1:pos:R:3:forces:R:3:mulliken_charge:R:1
O 22.9939 -22.1999 -9.3252 -0.156 -0.046 0.382 -0.9341
P 23.2193 -21.3192 -10.4781 -0.601 0.328 -1.485 0.3372
N 21.6695 -20.9589 -11.2651 6.530 2.028 1.048 1.0207
C 20.7095 -21.9129 -11.1515 -2.677 -1.160 0.412 -1.2349
C 21.5954 -20.0950 -12.4075 -1.425 1.027 0.268 -1.3920
N 24.2282 -22.0312 -11.6090 -0.249 1.653 -0.415 0.0581
C 25.2717 -22.9700 -11.2629 -0.564 -0.426 0.445 -1.1389
C 24.5169 -21.2626 -12.8330 -0.413 -1.086 -0.432 -1.1297
N 23.9762 -19.8330 -10.1918 -0.499 -0.045 -0.686 0.4377
C 23.2711 -19.0213 -9.2064 0.930 0.222 0.923 -1.2841
C 25.4610 -19.7778 -10.0115 -0.570 -1.083 0.426 -1.0303
H 19.8771 -21.5372 -11.7464 -0.434 -0.399 -0.094 0.3800
H 20.3531 -21.8757 -10.1221 -0.114 -1.065 -0.013 0.3852
H 21.0064 -22.8912 -11.5294 -0.209 -0.390 0.257 0.2275
H 20.8320 -19.3644 -12.1397 -0.121 0.693 -0.063 0.4737
H 21.0842 -20.5938 -13.2309 0.787 -0.309 -0.610 0.3971
H 22.4802 -19.5093 -12.6570 0.028 -0.517 -0.031 0.2240
H 25.2112 -23.1444 -10.1886 0.134 -0.372 -0.091 0.3580
H 25.0768 -23.8813 -11.8282 0.303 -0.322 0.235 0.3431
H 26.2690 -22.6134 -11.5205 0.045 0.211 0.061 0.4236
H 24.5443 -20.1770 -12.7394 0.393 -0.044 0.383 0.2959
H 25.4403 -21.6972 -13.2157 0.139 0.575 -0.181 0.4990
H 23.7659 -21.4682 -13.5958 -0.164 -0.068 -0.105 0.3126
H 23.5122 -19.4303 -8.2253 0.062 0.093 0.451 0.3669
H 23.7092 -18.0245 -9.2560 -0.369 0.221 0.053 0.4097
H 22.1819 -18.9793 -9.2137 0.032 -0.117 -0.837 0.2924
H 25.7660 -20.3667 -9.1464 -0.133 -0.206 0.357 0.3876
H 25.8633 -18.7899 -9.7872 -0.556 0.273 -0.497 0.3492
H 26.0056 -20.2430 -10.8331 -0.293 0.345 -0.280 0.3143
O 13.2463 -13.6514 -7.7278 0.427 -0.191 -0.039 -0.9284
P 12.8653 -14.6142 -8.7734 -0.485 -2.408 -0.996 0.4901
N 11.3347 -14.3336 -9.5278 0.475 0.563 0.286 0.3370
C 10.0990 -14.2618 -8.6894 1.026 -0.770 -0.288 -1.0809
C 11.3044 -13.3671 -10.6508 0.493 -0.379 0.695 -1.2176
N 12.7360 -16.2746 -8.2872 0.495 2.547 0.833 0.5437
C 11.6912 -17.1162 -8.7984 1.052 -0.132 -0.271 -0.8410
C 13.7213 -16.8756 -7.3656 -1.285 0.807 1.082 -1.3754
N 14.0186 -14.7862 -10.0369 -3.995 -1.019 1.136 1.0700
C 15.2039 -14.0837 -9.9808 1.326 1.690 -0.281 -1.1699
C 13.6680 -15.4004 -11.3234 0.739 -0.615 0.932 -1.2233
H 10.2455 -14.9663 -7.8707 -0.163 0.250 0.254 0.2873
H 9.2225 -14.6032 -9.2400 0.101 -0.130 -0.354 0.3857
H 9.8532 -13.2643 -8.3249 0.404 0.118 0.150 0.3788
H 10.7086 -12.5030 -10.3567 -0.244 -0.056 -0.284 0.3020
H 10.9516 -13.8691 -11.5517 -0.328 0.288 -0.056 0.2979
H 12.3017 -12.9758 -10.8519 0.077 -0.075 -0.022 0.3769
H 12.2749 -17.8272 -9.3830 -0.858 -0.919 -0.139 -0.2247
H 11.1326 -17.5563 -7.9724 -0.205 -0.310 -0.180 0.4110
H 11.0583 -16.5441 -9.4768 -0.041 -0.326 0.191 0.2989
H 14.3349 -16.1343 -6.8536 0.632 0.324 -1.034 0.3655
H 13.2316 -17.1762 -6.4394 -0.819 -0.578 0.056 0.3891
H 14.2615 -17.7735 -7.6655 0.187 0.282 -0.795 0.3687
H 15.2777 -13.5206 -9.0505 -0.069 0.123 -0.099 0.4838
H 16.0884 -14.7190 -10.0282 0.175 -0.173 -0.262 0.0768
H 15.1396 -13.4055 -10.8316 1.093 0.605 -0.084 0.4342
H 13.1821 -16.3715 -11.2284 -0.238 -0.013 0.414 0.0483
H 14.6470 -15.6545 -11.7298 -0.148 0.206 -0.744 0.4239
H 13.0329 -14.8029 -11.9774 0.346 0.289 -0.145 0.1285
O 19.6582 -17.4494 -8.5517 0.567 0.651 0.013 -0.0994
P 19.2990 -18.0338 -7.2520 -2.318 2.326 2.055 -0.8366
N 20.4451 -18.0405 -6.0675 1.976 0.393 -1.637 0.5170
C 21.7580 -17.3233 -6.3219 -1.422 -1.351 0.166 -0.7530
C 20.4340 -18.9258 -4.9442 0.101 -0.497 -0.058 -1.2996
N 18.6318 -19.5163 -7.3821 -0.671 -0.658 0.930 0.9275
C 19.5618 -20.6067 -7.6162 -0.300 -1.358 -1.583 -1.6263
C 17.1848 -19.6768 -7.7458 0.824 1.032 0.824 -1.3313
N 18.0956 -17.0476 -6.3851 -1.206 -0.974 -0.909 0.7442
C 18.0931 -15.5940 -6.5427 0.463 0.212 1.138 -0.6108
C 17.4990 -17.4212 -5.0408 0.837 0.179 -1.441 -1.1694
H 21.6470 -16.6752 -7.1912 -0.049 0.262 0.380 0.1451
H 22.5103 -18.0674 -6.5837 0.250 -0.031 0.167 0.1417
H 22.0213 -16.8366 -5.3828 0.158 0.335 -0.296 0.3903
H 20.3366 -18.3676 -4.0131 0.139 -0.153 0.192 0.2715
H 21.3470 -19.5203 -4.9767 0.268 -0.027 0.458 0.4320
H 19.6309 -19.6586 -5.0232 -0.183 0.231 0.071 0.4154
H 20.5745 -20.6146 -7.2131 -0.272 0.801 0.618 0.2991
H 19.1438 -21.5878 -7.3910 -0.321 0.106 0.590 0.4892
H 19.7392 -20.7119 -8.6866 0.096 0.252 -0.332 0.4033
H 16.6210 -20.0137 -6.8760 0.055 -0.747 -0.098 0.3088
H 16.7793 -18.6726 -7.8698 0.141 0.083 -0.375 0.3752
H 16.9868 -20.2486 -8.6525 0.316 -0.198 0.169 0.4433
H 18.4421 -15.2164 -5.5816 0.551 0.447 0.201 0.3823
H 18.7350 -15.1495 -7.3033 0.028 -0.653 -0.200 -0.3711
H 17.1304 -15.0852 -6.5924 -0.581 -0.597 -0.534 0.3050
H 17.4426 -18.5028 -4.9185 0.228 0.053 -0.013 0.3244
H 16.4929 -17.0328 -4.8829 -0.225 0.097 -0.636 0.2746
H 18.0595 -16.9520 -4.2322 0.477 -0.203 0.156 0.3397
O 6.1755 -20.5151 -16.0408 0.223 -0.139 0.954 -0.8868
P 5.7535 -20.8790 -14.6671 -1.886 0.125 3.433 0.5249
N 4.1084 -20.2852 -14.3697 0.422 -0.139 0.788 0.1727
C 3.2174 -20.5113 -13.1937 0.608 -0.108 -0.101 -1.2038
C 3.6468 -19.0367 -14.9872 1.075 0.587 -0.599 -1.1591
N 6.8012 -20.2314 -13.3040 -0.750 -0.306 -1.733 0.1015
C 6.4774 -19.9004 -11.8263 -0.931 -1.070 -2.664 -1.0116
C 8.2556 -20.1193 -13.6854 -2.027 0.758 0.765 -0.9803
N 5.5330 -22.5846 -14.3557 1.986 0.927 1.440 0.2373
C 6.5799 -23.2836 -13.4608 -1.619 0.928 -1.556 -0.7338
C 4.7611 -23.3720 -15.3037 -0.241 1.308 -0.280 -1.1261
H 3.5939 -21.1843 -12.4234 0.140 -0.346 -0.413 0.3063
H 2.2237 -20.8073 -13.5300 0.066 -0.542 -0.160 0.3857
H 2.9951 -19.5831 -12.6673 0.466 0.347 0.072 0.4385
H 3.5769 -19.1597 -16.0680 -0.252 0.207 0.067 0.2897
H 4.2918 -18.1817 -14.7849 0.824 -0.077 -0.200 0.3573
H 2.7516 -18.6016 -14.5428 -0.542 -0.979 -0.212 0.4345
H 7.2421 -19.2550 -11.3941 0.167 -0.375 -0.127 0.3611
H 5.5120 -19.3990 -11.7579 0.055 0.322 -0.252 0.3994
H 6.2904 -20.8520 -11.3286 0.604 0.033 0.541 0.2645
H 8.3460 -20.3523 -14.7463 0.275 -0.545 0.428 0.3414
H 8.5478 -19.0706 -13.6306 0.143 0.152 0.212 0.6362
H 8.8024 -20.6711 -12.9208 0.607 -0.352 -0.617 0.0131
H 6.1932 -23.2631 -12.4419 0.535 0.313 0.147 0.1894
H 6.6505 -24.3378 -13.7287 0.059 0.093 -0.333 0.5372
H 7.5191 -22.7714 -13.6699 0.133 -0.382 0.784 0.0385
H 5.1931 -23.3342 -16.3037 0.168 -0.319 -0.141 0.3079
H 3.8340 -22.8017 -15.3612 -0.488 -0.551 -0.306 0.3338
H 4.5808 -24.4041 -15.0032 0.099 0.206 0.264 0.3968
O 13.6898 -27.0333 -11.4681 0.701 0.444 0.864 -0.7847
P 12.4196 -26.5337 -12.0003 -1.615 -2.139 0.704 -0.7498
N 12.2785 -24.8186 -12.0512 -1.566 -1.618 -2.037 1.6406
C 13.1470 -24.0080 -11.2112 0.657 -1.444 0.275 -0.8821
C 11.5485 -24.1441 -13.1629 -0.269 0.804 1.008 -1.3421
N 11.0652 -27.2464 -11.1083 1.945 4.009 -1.429 0.4596
C 11.1687 -28.5208 -10.5504 0.692 -0.929 0.067 -1.1399
C 9.7842 -26.6087 -11.1630 0.067 0.244 1.403 -1.0565
N 12.1621 -27.3864 -13.4279 1.271 1.536 -1.922 0.7140
C 12.6746 -28.7124 -13.7154 1.935 -0.374 2.480 -1.1452
C 11.1546 -27.0649 -14.3886 -1.158 -0.097 0.696 -0.9010
H 12.9509 -22.9531 -11.4030 0.214 -0.173 0.176 0.1781
H 14.1699 -24.3421 -11.3850 0.384 0.756 -0.309 0.1663
H 13.0277 -24.3115 -10.1711 -0.468 0.522 0.260 0.3334
H 10.4734 -24.3154 -13.1086 0.099 -0.630 -0.303 0.3118
H 11.9212 -24.2272 -14.1838 0.202 -0.664 0.124 0.4270
H 11.5292 -23.0624 -13.0300 0.501 0.173 0.491 0.0569
H 12.1082 -28.6247 -10.0075 0.327 -0.249 -0.461 0.2115
H 10.4416 -28.7176 -9.7626 -0.547 0.018 -0.356 0.4402
H 11.0934 -29.1578 -11.4317 -0.039 -1.415 0.692 0.3388
H 9.6608 -25.8646 -11.9498 0.176 -0.033 0.036 -0.0316
H 8.9523 -27.3109 -11.2176 0.022 -0.186 -0.167 0.4024
H 9.7929 -26.1533 -10.1728 -1.380 0.816 0.016 0.6045
H 13.1518 -28.9889 -12.7752 0.409 -0.364 -0.030 0.4236
H 12.0094 -29.5601 -13.8792 -0.981 0.610 -0.245 0.3520
H 13.4840 -28.7931 -14.4409 -0.117 0.532 -0.449 0.1486
H 10.9109 -26.0079 -14.4960 0.276 -0.215 -0.213 0.0260
H 10.3046 -27.5428 -13.9016 -1.120 -0.135 -1.093 0.3547
H 11.4353 -27.5418 -15.3277 -0.419 0.285 -0.148 0.4245
O 22.4440 -13.3131 -12.1684 -3.773 -0.409 0.321 -0.8555
P 20.9314 -13.6231 -12.0888 1.581 -0.621 -2.418 0.3250
N 19.9170 -12.8374 -13.3028 1.099 -0.737 0.377 0.2124
C 18.8426 -13.4680 -14.1102 0.688 0.536 -0.076 -0.7971
C 20.2073 -11.4212 -13.7105 0.698 -1.701 0.886 -1.1028
N 20.1599 -13.1372 -10.6816 0.941 -0.339 -0.573 0.3727
C 18.7658 -12.8002 -10.6997 -0.103 0.858 -0.540 -0.8221
C 20.7078 -13.2987 -9.3536 0.992 0.104 -0.403 -0.6226
N 20.6305 -15.3498 -12.3652 -1.748 3.928 2.425 0.9781
C 19.9305 -15.9608 -11.2484 0.128 -0.725 0.020 -1.0227
C 21.2142 -16.2291 -13.3098 -0.099 1.126 0.462 -0.9097
H 18.9121 -14.5498 -14.2247 0.502 0.080 0.068 0.1408
H 18.9144 -12.9622 -15.0731 0.041 -0.497 -0.371 0.3355
H 17.8026 -13.2895 -13.8373 -0.094 0.340 0.877 0.2673
H 20.1283 -11.3705 -14.7965 -0.664 0.445 0.134 0.4369
H 21.2563 -11.1832 -13.5340 0.066 -0.175 0.365 0.3077
H 19.6100 -10.7611 -13.0815 -0.277 0.450 -0.667 0.2926
H 18.1286 -13.6833 -10.7467 -0.294 0.088 0.051 0.2027
H 18.5263 -12.1786 -9.8369 -0.029 -0.246 0.204 0.4548
H 18.6427 -12.1500 -11.5659 -0.675 -0.282 0.004 0.1195
H 21.7260 -13.6776 -9.4415 -0.180 -0.775 0.123 0.3320
H 20.9257 -12.3464 -8.8703 -0.680 0.354 0.085 0.3739
H 20.0131 -13.9012 -8.7683 0.431 -0.194 0.297 -0.0883
H 18.8820 -15.6678 -11.1947 -0.009 0.377 0.360 -0.2338
H 19.8623 -17.0434 -11.3553 0.270 -0.178 -0.329 0.0148
H 20.4722 -15.8504 -10.3089 -0.398 0.198 0.190 0.5524
H 21.6035 -15.5445 -14.0634 0.641 -0.795 -0.358 0.3262
H 20.3834 -16.8211 -13.6940 0.376 -0.543 -0.418 0.2391
H 21.9219 -16.7761 -12.6870 0.610 -0.721 -1.097 0.2488
C 13.9793 -20.7801 -17.3470 -0.379 -0.177 -0.259 -0.5108
N 13.5899 -20.6063 -18.8293 1.745 2.083 1.693 0.9058
O 13.7395 -21.5793 -19.5435 -0.872 0.983 -0.178 -0.5621
O 13.4499 -19.3956 -19.1214 -0.406 -2.916 -0.428 -0.5168
H 14.1489 -21.8357 -17.1348 0.016 0.152 -0.343 0.2547
H 13.2366 -20.3879 -16.6522 -0.235 0.123 -0.493 0.0774
H 14.8688 -20.1637 -17.2167 -0.045 -0.213 -0.104 0.3540
C 13.6821 -15.7416 -15.8449 -0.049 1.506 -0.014 -0.3622
N 12.3723 -16.0478 -16.4685 2.766 -1.532 0.980 1.0400
O 12.4832 -16.3663 -17.6371 -1.782 0.295 0.152 -0.5739
O 11.4631 -16.0781 -15.6782 -1.776 -0.005 -0.976 -0.5649
H 14.4200 -16.4818 -16.1544 -0.172 0.256 0.138 0.1036
H 13.5483 -15.5868 -14.7743 0.074 -0.556 -0.121 -0.0076
H 13.8164 -14.7425 -16.2594 0.946 -0.031 -0.086 0.3925
C 9.6180 -22.5236 -17.2660 -1.344 0.848 -1.638 -1.0081
N 9.7900 -22.3038 -15.8386 2.663 -0.988 2.894 0.7643
O 10.3571 -21.2658 -15.4522 -1.337 -1.640 -1.129 -0.3602
O 9.5970 -23.2767 -15.0557 -0.375 2.112 -1.934 -0.4101
H 8.9559 -23.3602 -17.4891 0.372 -0.067 0.447 0.3195
H 10.5406 -22.5473 -17.8460 0.385 -0.415 0.769 0.3254
H 9.1470 -21.6326 -17.6813 -0.254 0.140 0.303 0.4172
C 19.0453 -19.2640 -15.9637 -0.145 0.559 2.079 -0.7288
C 19.5982 -20.6344 -16.3238 -1.564 0.577 0.814 0.1746
O 20.0317 -20.5282 -17.6412 1.469 -1.901 -2.324 -0.3938
P 20.9411 -21.7448 -18.2319 0.672 -1.653 2.688 0.6602
O 21.5197 -21.6055 -19.5572 -0.678 0.465 -0.325 -0.7446
O 22.1421 -21.8757 -17.0848 -1.392 0.465 -0.515 -0.0482
C 23.0080 -20.7273 -16.8217 0.274 -1.036 -0.570 0.3093
C 24.3869 -20.9494 -17.4241 0.455 0.604 0.186 -1.4598
O 20.0539 -23.1280 -17.9452 -0.113 2.550 -0.307 -0.2907
C 20.5886 -24.3480 -17.4316 1.520 -0.812 -1.914 -0.0452
C 21.4479 -25.0319 -18.5642 0.717 0.796 1.210 -1.0150
H 18.0515 -18.9632 -16.2951 -0.103 -0.773 -0.455 0.3657
H 18.9749 -19.2696 -14.8760 -0.369 -0.106 0.367 -0.1755
H 19.6147 -18.3428 -16.0874 0.862 -0.502 -0.709 0.4533
H 20.3008 -21.0948 -15.6292 0.885 0.861 -0.069 0.1471
H 18.8113 -21.3804 -16.2126 -0.589 0.056 -0.540 0.1571
H 22.6030 -19.8132 -17.2557 -0.259 -0.062 0.078 0.3947
H 23.1239 -20.5745 -15.7487 -0.534 -0.346 0.103 -0.1953
H 24.3996 -20.4782 -18.4069 0.424 -0.149 0.037 0.3277
H 25.0786 -20.4752 -16.7279 0.223 0.633 -0.337 0.4247
H 24.8383 -21.9398 -17.4840 -0.912 -0.381 -0.050 0.3135
H 21.2148 -24.0284 -16.5987 -0.034 -0.758 0.162 0.2113
H 19.8455 -25.1139 -17.2094 -0.625 0.904 0.580 0.2844
H 21.8669 -24.2076 -19.1414 0.236 -0.268 -0.207 0.2498
H 22.2587 -25.5410 -18.0432 0.246 -0.042 -0.140 0.3437
H 21.0281 -25.7757 -19.2414 -0.708 0.324 0.258 0.3299
C 11.9542 -18.9619 -13.5063 0.647 -0.427 1.192 0.3656
C 12.9618 -19.4121 -12.3950 -1.639 -0.687 -0.889 0.6624
O 14.3146 -19.0043 -12.5840 1.145 -0.192 -1.124 -0.0256
P 15.2073 -19.4692 -13.8614 -0.086 -1.484 1.682 -0.3857
O 14.8514 -18.7684 -15.1094 0.938 -0.201 0.634 -0.3907
O 16.7269 -19.4348 -13.2201 -2.044 -1.307 -1.193 0.3618
C 17.1921 -18.2879 -12.5878 0.607 2.105 1.155 -0.1746
C 16.6926 -18.0387 -11.1536 -0.299 1.036 -0.065 0.0186
O 15.0204 -21.0979 -13.9262 -0.910 1.751 0.398 0.6432
C 15.8755 -21.9546 -14.6579 1.239 -0.404 -0.292 0.3930
C 15.8820 -23.3907 -14.1273 -0.490 1.130 -0.150 -1.0393
H 11.0387 -19.5305 -13.3434 0.066 -0.200 -0.138 -0.4278
H 11.6516 -17.9238 -13.3688 0.381 0.139 -0.293 0.3722
H 12.3604 -19.1698 -14.4962 -0.202 0.207 -0.006 -0.2108
H 12.5586 -19.1085 -11.4288 0.605 0.551 0.072 -0.2703
H 12.9826 -20.4994 -12.3200 -0.105 -0.197 -0.268 -0.2551
H 18.2777 -18.2581 -12.4948 0.184 -0.800 -0.466 -0.4322
H 16.9827 -17.4715 -13.2790 -0.223 0.586 0.362 0.4702
H 17.0681 -18.7074 -10.3790 -0.378 -0.639 -0.461 -0.0111
H 17.0805 -17.1012 -10.7550 0.506 0.353 -0.509 -0.1149
H 15.6223 -17.8346 -11.1234 -0.019 -0.744 0.205 -0.0549
H 15.6853 -21.9882 -15.7307 -0.496 0.395 0.065 -0.0857
H 16.8754 -21.5343 -14.5496 0.280 -0.183 -0.115 -0.2480
H 16.4423 -23.3842 -13.1924 -0.044 -0.486 -0.187 0.1788
H 14.8686 -23.7569 -13.9626 -0.081 0.077 0.161 -0.0201
H 16.2908 -24.0075 -14.9276 0.429 -0.129 0.386 0.5287
C 13.0276 -21.8087 -6.6527 -0.671 0.582 -0.740 -1.1680
C 11.9047 -20.7706 -6.9019 0.745 0.384 1.813 -0.2543
O 11.7879 -20.4281 -8.2602 -2.396 0.196 -2.970 0.0360
P 10.2966 -20.2066 -8.9591 -0.886 -0.010 1.153 1.2859
O 10.1915 -19.4986 -10.2764 0.899 -1.335 1.832 -0.5755
O 9.5452 -21.6568 -8.9149 1.481 0.938 0.092 -0.5355
C 9.6563 -22.6553 -9.9862 -0.597 0.625 1.177 0.6783
C 8.2413 -23.2299 -10.0208 0.152 1.325 -1.178 -0.8077
O 9.4481 -19.4700 -7.7375 1.609 -1.940 -1.966 -0.5629
C 8.0265 -19.4062 -7.9083 -0.357 1.742 1.285 0.1491
C 7.7102 -17.8965 -7.7849 -1.419 0.877 -0.359 -0.9594
H 13.9774 -21.4879 -7.0807 -0.082 0.096 -0.158 0.1418
H 13.2146 -21.9948 -5.5951 -0.364 0.049 0.007 0.3996
H 12.7082 -22.7229 -7.1531 0.235 -0.204 0.145 0.2858
H 10.9691 -21.0913 -6.4437 -0.113 -0.272 -0.338 0.3580
H 12.1113 -19.7970 -6.4572 0.327 -0.150 0.617 0.2401
H 9.9720 -22.0850 -10.8599 -0.376 -0.377 -0.452 -0.0973
H 10.4213 -23.4020 -9.7736 0.071 0.099 0.370 0.0122
H 7.6513 -22.4005 -10.4108 -0.168 -0.139 -0.834 -0.2322
H 8.2242 -24.0809 -10.7017 -0.487 -0.122 0.343 0.2939
H 7.7036 -23.2959 -9.0749 0.897 -0.983 0.386 0.3989
H 7.5585 -19.9060 -8.7565 0.818 0.302 -0.629 -0.1237
H 7.5736 -19.9438 -7.0752 0.172 0.085 0.285 0.3790
H 6.9436 -17.5604 -8.4831 -0.368 -0.413 -0.165 0.3869
H 7.3269 -17.5547 -6.8234 -0.059 -0.653 0.328 0.3748
H 8.4544 -17.1229 -7.9736 0.948 -0.886 -0.259 0.0156
C 16.3319 -32.5411 -11.8478 -0.719 -0.151 2.289 -1.2123
C 17.3015 -31.4286 -12.0488 -0.585 -0.022 -2.133 -0.1553
O 16.7229 -30.6095 -13.0994 1.075 1.286 -1.551 -0.2298
P 17.6174 -29.3730 -13.7157 0.879 -2.700 -2.329 0.7511
O 18.9660 -29.7176 -14.2944 -2.577 0.371 0.907 -0.7938
O 17.7221 -28.4840 -12.4486 1.248 -0.414 -1.208 -0.4729
C 16.9465 -27.3446 -12.3808 -0.693 2.062 3.662 -0.3726
C 17.5764 -26.0697 -12.9276 -0.455 0.069 -1.600 -1.0522
O 16.5619 -28.6446 -14.7793 1.028 -1.769 1.848 0.1007
C 16.2759 -29.1011 -16.1051 0.719 0.672 -2.794 -0.3706
C 17.3465 -29.7770 -17.0100 0.504 1.253 0.334 -1.1866
H 16.6598 -32.8035 -10.8419 -0.407 -0.974 0.302 0.3636
H 15.3137 -32.1767 -11.7114 -0.012 0.200 -0.111 0.3041
H 16.2658 -33.4510 -12.4443 0.690 0.467 -0.466 0.3219
H 17.4096 -30.7769 -11.1818 0.205 -0.365 0.118 0.2859
H 18.2170 -31.9004 -12.4057 0.465 0.624 0.201 0.3021
H 15.9093 -27.5987 -12.5992 0.032 0.660 -0.566 0.4705
H 16.9572 -27.2186 -11.2982 -0.568 0.371 0.248 0.4427
H 17.3313 -25.1119 -12.4688 -0.587 -0.523 0.613 0.4290
H 18.6656 -26.0343 -12.9451 0.025 -0.699 -0.041 0.3876
H 17.1863 -25.9808 -13.9415 0.501 0.243 -0.359 0.1539
H 15.3742 -29.6368 -16.4017 -0.611 -0.318 1.862 0.2881
H 16.1284 -28.1442 -16.6059 -0.156 0.115 -0.092 0.3001
H 17.0041 -29.8078 -18.0443 -0.929 -0.450 0.134 0.4202
H 18.1102 -29.0182 -17.1804 0.850 -0.477 0.684 0.2753
H 17.7253 -30.7563 -16.7176 0.068 0.308 0.150 0.3085
```
Positions in Å, forces in eV/Å.